# 1
Density functional theory data (the ωB97M-V functional and the def2-TZVPD basis) for C43H55InNO5PS6Si as an isolated structure.

energy above the lowest of the compared OMol25 structures with the same formula, charge and spin = 0.670 eV
E_tot = -5312.838084 hartree
HOMO-LUMO gap = 6.979 eV
net charge = 0
E_LUMO = -0.0502 eV

Geometry (Å):
In -0.13645 -0.46019 0.35794
O 1.91851 -1.73038 2.07633
C 1.36349 -0.65989 2.07731
C 1.58744 0.34182 3.14676
C 2.69525 0.14009 3.97861
C 2.97010 1.01518 5.00778
C 2.12582 2.09719 5.23467
C 1.01994 2.29411 4.43016
C 0.75050 1.43423 3.36403
P -0.76017 1.69509 2.35896
C -1.95926 1.33975 3.69499
C -2.86649 2.24416 4.23431
C -3.77189 1.82650 5.20148
C -3.77978 0.51219 5.63888
C -2.87752 -0.39525 5.09917
C -1.97268 0.01487 4.13605
C -0.74337 3.49933 2.14382
C -1.92070 4.18300 1.83442
C -1.88330 5.53091 1.52273
C -0.67113 6.20401 1.48093
C 0.50662 5.51778 1.72730
C 0.47494 4.17123 2.04937
H 3.31409 -0.72875 3.79527
H 3.83225 0.85619 5.64239
H 2.32855 2.77197 6.05642
H 0.35714 3.12859 4.62335
H -2.87664 3.27481 3.90858
H -4.47138 2.54439 5.61081
H -4.48748 0.19737 6.39438
H -2.87348 -1.42591 5.43178
H -1.26771 -0.68867 3.70495
H -2.87180 3.66332 1.82759
H -2.79743 6.05608 1.27810
H -0.64268 7.24972 1.21484
H 1.46044 6.02458 1.65855
H 1.39909 3.63770 2.22933
O -0.83552 -2.44552 2.07245
C -1.99047 -3.11910 2.56213
C -2.75452 -3.89537 1.49576
C -2.95185 -3.08300 0.20959
C -3.63284 -1.77209 0.46691
C -5.02240 -1.70824 0.56330
C -5.63820 -0.49425 0.80093
C -4.84947 0.64132 0.90882
C -3.48309 0.49781 0.76762
N -2.87719 -0.67360 0.58158
H -0.28787 -3.06859 1.57021
H -2.62821 -2.33787 2.97940
H -1.70527 -3.79341 3.37718
H -3.72136 -4.17634 1.92161
H -2.21245 -4.81183 1.24800
H -3.54859 -3.67156 -0.48870
H -1.98785 -2.88245 -0.24547
H -5.61062 -2.60909 0.44510
H -6.71543 -0.42751 0.88082
H -5.28515 1.61497 1.08461
H -2.83562 1.36677 0.77118
C 3.79736 0.95516 0.41132
C 3.33816 0.66404 -1.01516
C 2.67451 1.90249 -1.60662
C 4.52877 0.23956 -1.87146
O 2.36543 -0.39503 -0.90822
Si 1.93127 -1.49957 -2.05778
S 0.26506 -2.43459 -1.13946
O 1.68706 -0.61585 -3.38882
C 1.28576 -0.90547 -4.73259
C 2.46189 -1.54104 -5.47464
C 0.92643 0.44067 -5.35512
C 0.08032 -1.83986 -4.74317
O 3.08560 -2.59086 -2.42329
C 3.51220 -3.84864 -1.87132
C 3.65422 -3.75693 -0.35278
C 2.53195 -4.95386 -2.26693
C 4.87272 -4.12547 -2.50497
H 4.55804 1.73616 0.41646
H 4.20641 0.04989 0.86360
H 2.94560 1.28586 1.01015
H 3.39918 2.71234 -1.70452
H 1.86496 2.23238 -0.95499
H 2.25789 1.67057 -2.58516
H 5.27909 1.03029 -1.87725
H 4.21192 0.05053 -2.89745
H 4.97914 -0.67328 -1.47816
H 3.28071 -0.82519 -5.56620
H 2.15744 -1.86086 -6.47195
H 2.82194 -2.40308 -4.91363
H 1.79231 1.10448 -5.32980
H 0.11547 0.90410 -4.79114
H 0.60876 0.30696 -6.38988
H 0.35446 -2.81455 -4.33221
H -0.27966 -1.97051 -5.76416
H -0.72070 -1.42209 -4.13359
H 2.69747 -3.52719 0.11344
H 4.36174 -2.96748 -0.09162
H 4.01877 -4.70525 0.04405
H 1.54040 -4.73551 -1.88117
H 2.86421 -5.90973 -1.85976
H 2.47190 -5.03020 -3.35435
H 5.58047 -3.34449 -2.22374
H 4.78263 -4.12649 -3.59185
H 5.25272 -5.09187 -2.17287
C -4.41719 0.50875 -2.84370
S -3.38873 1.06488 -4.23732
C -2.39476 2.29886 -3.47435
C -1.51131 2.10715 -2.46264
S -1.12967 0.53746 -1.85347
S -0.69368 3.56399 -1.92550
C -1.38966 4.67486 -3.07426
S -0.99947 6.26434 -3.15895
S -2.52449 3.91741 -4.12607
H -5.00478 -0.32714 -3.21882
H -5.06969 1.31682 -2.52018
H -3.77737 0.17395 -2.03141

---

# 2
Density functional theory data (the ωB97M-V functional and the def2-TZVPD basis) for C43H55N4O3SbSi3TeW as an isolated structure.

energy above the lowest of the compared OMol25 structures with the same formula, charge and spin = 0.000 eV
E_tot = -3559.695286 hartree
HOMO-LUMO gap = 6.204 eV
net charge = +2
E_LUMO = -7.1319 eV

Geometry (Å):
W -0.90751 0.23415 1.08594
C -0.83062 -3.19595 4.12946
O -2.23434 -2.95189 4.22422
C -2.62185 -1.68420 4.49816
C -3.30283 -1.46035 5.68439
C -3.80852 -0.20786 6.02987
C -3.64138 0.84964 5.17122
C -2.95538 0.65918 3.95928
C -2.91055 1.72656 3.03313
N -2.26197 1.72000 1.90371
N -2.58196 2.79347 1.08754
C -2.19718 2.54283 -0.11155
O -1.53515 1.39994 -0.33009
C -2.49361 3.40452 -1.25443
C -2.77966 4.75328 -1.04755
C -3.09762 5.55668 -2.12793
C -3.14699 5.01531 -3.40682
C -2.87489 3.66887 -3.61042
C -2.54236 2.86101 -2.53671
C -2.44827 -0.60849 3.61165
O -1.87385 -0.79196 2.41229
H -0.71672 -4.27554 4.09113
H -0.31422 -2.81073 5.01197
H -0.41251 -2.75149 3.22804
H -3.43655 -2.31079 6.34061
H -4.33354 -0.07982 6.96565
H -4.03831 1.82868 5.40582
H -3.49458 2.61998 3.23356
H -2.74936 5.16106 -0.04608
H -3.31314 6.60512 -1.97474
H -3.40413 5.64562 -4.24755
H -2.92831 3.24961 -4.60625
H -2.33128 1.80904 -2.68592
C -0.31293 -2.93711 -2.83496
Sb -0.48895 -0.90749 -2.16692
C -1.03700 -1.44342 0.02183
C -0.25294 -2.63493 0.48694
C 1.02414 -2.56825 1.03876
C 1.59719 -3.72134 1.55503
C 0.91334 -4.91701 1.44959
C -0.32090 -4.91079 0.80783
N -0.89340 -3.80500 0.34910
Si -2.97034 -1.95667 -0.21356
C -3.68198 -2.84312 1.26276
C -3.32758 -2.90073 -1.78292
C -3.94600 -0.36104 -0.41161
C 1.62675 -0.34099 -1.99866
C 1.91902 0.55326 -0.83692
C 3.18293 1.16693 -0.77016
C 3.39435 2.33485 -0.07723
C 2.32203 2.92775 0.57514
C 1.16102 2.20742 0.62792
N 0.96100 1.00871 0.02676
Si 2.92776 -1.70000 -2.50287
C 4.72651 -1.20538 -2.28879
C 2.82938 -3.28598 -1.51587
C 2.73973 -2.11556 -4.32538
Si 1.62678 1.01241 -3.47409
C 3.32777 1.46197 -4.09835
C 0.83559 2.56989 -2.81397
C 0.58802 0.44578 -4.93411
H -0.71348 -3.59535 -2.06755
H 0.70162 -3.23244 -3.06648
H -0.92960 -3.02373 -3.72925
H 1.57073 -1.63543 1.05785
H 2.57747 -3.68478 2.01326
H 1.32669 -5.84173 1.82712
H -0.87380 -5.83178 0.66230
H -3.00644 -3.51861 1.77567
H -4.51150 -3.43833 0.86708
H -4.10666 -2.14831 1.98688
H -2.93824 -3.91710 -1.77763
H -3.02271 -2.40266 -2.70362
H -4.42005 -2.96154 -1.81628
H -3.95324 0.30280 0.45482
H -4.98289 -0.67737 -0.56200
H -3.65814 0.21479 -1.29293
H 3.97674 0.75712 -1.36905
H 4.36879 2.80572 -0.08935
H 2.39785 3.87764 1.08139
H 0.32211 2.60984 1.19460
H 5.02789 -1.14377 -1.24129
H 5.04322 -0.30076 -2.80524
H 5.29509 -2.03176 -2.72698
H 3.29155 -3.15229 -0.53754
H 3.43882 -4.01734 -2.05530
H 1.84176 -3.71888 -1.37464
H 3.23659 -1.38141 -4.95991
H 1.72786 -2.24500 -4.69980
H 3.25798 -3.06559 -4.48293
H 3.98144 1.87763 -3.33205
H 3.16362 2.25561 -4.83409
H 3.85274 0.65676 -4.60754
H 1.51139 3.13727 -2.17232
H -0.08650 2.38296 -2.26376
H 0.57857 3.20865 -3.66316
H 0.76538 -0.56736 -5.29036
H 0.85590 1.11600 -5.75738
H -0.48263 0.58053 -4.76838
Te 0.56745 0.25953 3.35713
C 2.14444 1.64311 3.41551
C 3.43664 1.23050 3.11217
C 4.48776 2.12719 3.24470
C 4.24861 3.42152 3.68819
C 2.95900 3.82088 4.01624
C 1.90278 2.93090 3.88509
H 3.62866 0.22036 2.77213
H 5.49670 1.81062 3.01476
H 5.07198 4.11443 3.79934
H 2.77752 4.82139 4.38634
H 0.90032 3.23996 4.15736